# C32H46N3O2PtSi4Te

A structure of composition C32H46N3O2PtSi4Te at a distorted geometry (ωB97M-V/def2-TZVPD, the OMol25 dataset).

Output
E_HOMO (alpha / beta) = -9.40 / -9.40 eV
F_max = 0.0535 hartree/bohr
Lowest unoccupied orbital energy (alpha / beta) = -3.84 / -3.84 eV
ΔE to the lowest compared entry with this formula, charge and spin = 0.734 eV
Charge = +1

Geometry as XYZ:
```
89
Properties=species:S:1:pos:R:3:lowdin_charge:R:1
Pt -1.0412 -0.9071 -0.9102 0.583
C -1.3370 -3.7649 -4.6039 -0.039
O -2.2746 -4.0985 -3.5506 0.062
C -2.0950 -3.2001 -2.5949 -0.308
N -1.2003 -2.3065 -2.7669 0.067
C -0.6230 -2.4782 -4.1090 -0.200
C -0.8368 -1.2820 -5.0321 -0.174
C -0.8200 -1.4740 -6.4102 -0.044
C -1.0291 -0.4116 -7.2753 -0.066
C -1.2408 0.8619 -6.7738 -0.074
C -1.2252 1.0668 -5.4036 -0.065
C -1.0241 0.0044 -4.5358 -0.041
C -2.9501 -3.2147 -1.4051 -0.156
C -3.8279 -4.2273 -1.0530 0.056
C -4.6084 -4.0503 0.0832 0.007
C -4.4915 -2.8786 0.8189 0.056
C -3.5758 -1.9306 0.3918 -0.157
N -2.8322 -2.1025 -0.6926 0.028
C -3.3097 -0.6364 1.0205 -0.316
N -2.2441 0.0270 0.7622 0.045
C -2.3290 1.3246 1.4401 -0.217
C -3.6718 1.2036 2.2112 -0.024
O -4.1890 -0.0993 1.8476 0.069
C -2.2976 2.5611 0.5560 -0.198
C -2.3895 3.7975 1.1910 -0.049
C -2.3855 4.9711 0.4570 -0.065
C -2.2920 4.9247 -0.9259 -0.070
C -2.1905 3.6994 -1.5618 -0.062
C -2.1944 2.5212 -0.8279 -0.048
H -1.9035 -3.6048 -5.5176 0.125
H -0.6679 -4.6118 -4.7408 0.139
H 0.4518 -2.6407 -3.9987 0.160
H -0.6326 -2.4600 -6.8197 0.115
H -1.0281 -0.5801 -8.3441 0.111
H -1.4111 1.6924 -7.4458 0.109
H -1.3711 2.0631 -5.0106 0.102
H -1.0064 0.1780 -3.4691 0.048
H -3.8914 -5.1199 -1.6590 0.136
H -5.3051 -4.8196 0.3855 0.128
H -5.0910 -2.6948 1.6994 0.136
H -1.4893 1.3800 2.1349 0.114
H -4.3923 1.9573 1.9000 0.139
H -3.5576 1.2366 3.2925 0.139
H -2.4588 3.8459 2.2730 0.123
H -2.4611 5.9224 0.9669 0.111
H -2.3047 5.8395 -1.5032 0.110
H -2.1202 3.6585 -2.6394 0.102
H -2.1206 1.5740 -1.3427 0.064
C 5.0672 0.6195 -0.4267 -0.223
Si 4.4590 -0.4327 1.0210 0.338
C 4.5958 -2.2783 0.6300 -0.220
C 5.6332 -0.1177 2.4704 -0.207
Si 2.1568 0.0883 1.4216 0.095
Te 1.2909 0.0589 -0.9779 0.417
Si 1.9603 2.3891 2.1231 0.364
C 3.6848 2.8789 2.7182 -0.224
C 0.8269 2.6379 3.6264 -0.209
C 1.3748 3.4793 0.7023 -0.230
Si 1.2451 -1.3430 3.0774 0.359
C -0.5445 -0.9066 3.5166 -0.204
C 2.3505 -1.0489 4.5842 -0.205
C 1.3093 -3.1705 2.6050 -0.208
H 6.1119 0.3946 -0.6517 0.035
H 5.0029 1.6836 -0.1895 0.021
H 4.4838 0.4451 -1.3335 0.001
H 5.6027 -2.5159 0.2790 0.033
H 3.8894 -2.5933 -0.1406 0.022
H 4.4122 -2.8781 1.5238 0.015
H 6.6120 -0.5370 2.2247 0.037
H 5.2988 -0.5932 3.3942 0.014
H 5.7762 0.9441 2.6702 0.012
H 4.0586 2.1376 3.4269 0.016
H 3.6712 3.8453 3.2283 0.035
H 4.4009 2.9491 1.8971 0.023
H 1.0716 1.9456 4.4340 0.015
H -0.2325 2.5207 3.3938 -0.005
H 0.9599 3.6517 4.0122 0.037
H 2.0744 3.4205 -0.1338 0.024
H 1.2988 4.5272 1.0032 0.037
H 0.3977 3.1639 0.3329 -0.009
H -0.6268 0.1241 3.8692 0.013
H -0.9322 -1.5586 4.3027 0.041
H -1.1834 -1.0202 2.6393 -0.005
H 2.3611 0.0024 4.8797 0.019
H 3.3801 -1.3413 4.3691 0.014
H 2.0172 -1.6313 5.4461 0.037
H 0.6842 -3.3782 1.7333 0.020
H 0.9593 -3.8008 3.4259 0.033
H 2.3276 -3.4791 2.3633 0.012
```

# C6H9NO2

A structure of composition C6H9NO2 at a distorted geometry (ωB97M-V/def2-TZVPD, the OMol25 dataset).

Output
E_HOMO = -8.78 eV
F_max = 0.0371 hartree/bohr
Lowest unoccupied orbital energy = -0.28 eV
ΔE to the lowest compared entry with this formula, charge and spin = 4.320 eV
Charge = 0

Geometry as XYZ:
```
18
Properties=species:S:1:pos:R:3:lowdin_charge:R:1
C -0.6861 -1.5103 0.9563 -0.015
C 1.0300 0.3747 0.8491 -0.464
C -0.2711 -0.1690 0.4351 -0.199
C -0.7603 0.3146 -0.7451 -0.176
C 0.6233 -0.0800 -2.0806 -0.164
C -1.8284 0.8635 -1.2900 0.039
O 1.1676 1.7743 0.7817 0.026
O 1.4354 -0.1370 2.0904 0.018
N 1.7844 -0.0989 -1.8416 0.099
H 2.3293 0.1830 2.2605 0.109
H 0.4494 2.1699 1.2907 0.107
H 1.7036 0.0389 -0.0307 0.123
H -0.0386 -0.2978 -2.9077 0.098
H -1.6616 -1.7991 0.5647 0.086
H 0.0493 -2.2750 0.6709 0.102
H -0.7186 -1.4862 2.0485 0.088
H -1.9391 0.9502 -2.3632 0.054
H -2.6686 1.1842 -0.6890 0.068
```

# C2H8InO2

A structure of composition C2H8InO2 at a distorted geometry (ωB97M-V/def2-TZVPD, the OMol25 dataset).

Output
E_HOMO = -22.98 eV
F_max = 0.0315 hartree/bohr
Lowest unoccupied orbital energy = -20.21 eV
ΔE to the lowest compared entry with this formula, charge and spin = 1.488 eV
Charge = +3

Geometry as XYZ:
```
13
Properties=species:S:1:pos:R:3:lowdin_charge:R:1
In 0.4808 1.4078 -0.5016 1.466
C -2.7158 0.0473 -2.5804 0.047
O -1.9085 -0.1594 -1.4544 -0.015
H -3.6482 0.6388 -2.3711 0.201
H -2.1708 0.5784 -3.3601 0.134
H -3.0665 -0.9679 -2.9227 0.216
H -2.4666 -0.6962 -0.8280 0.187
C 2.3864 -0.1125 2.6500 0.044
O 2.4892 -0.0462 1.2469 -0.008
H 1.3976 0.1896 2.9894 0.129
H 2.5779 -1.1896 2.9474 0.225
H 3.1858 0.4966 3.1272 0.180
H 3.4588 -0.1868 1.0574 0.193
```